(1)
{"formula": "C2H4F2N2O2", "method": "ωB97M-V with the def2-TZVPD basis set", "molar_mass_g_mol": 126.06, "homo_lumo_gap_ha": 0.342, "homo_ev": -9.22, "largest_force_ev_per_a": 2.36, "charge": 0, "energy_ha": -538.173508, "elements": ["F", "F", "O", "O", "N", "N", "C", "C", "H", "H", "H", "H"], "positions_angstrom": [[-1.49715, 0.72583, -0.63007], [-1.09834, -1.10390, -1.86827], [0.43110, 0.73597, -1.82313], [-0.71243, 1.41684, 2.99429], [0.32210, -0.25770, 1.77445], [0.68678, -0.87948, 0.57390], [-0.22821, 0.66309, 2.26639], [-1.27237, 0.26753, -1.91076], [0.95952, -0.02251, -1.52395], [1.67223, -1.03479, 0.79072], [0.21056, -1.78363, 0.35576], [0.52621, 1.27275, -0.99933]], "forces_ev_per_a": [[-0.295, -1.125, -0.117], [0.052, 1.018, 0.935], [1.553, 0.566, 0.679], [-0.730, 1.498, 0.722], [0.373, -2.090, -1.037], [0.998, 0.227, 0.095], [-0.401, -0.176, 0.076], [-0.905, 0.184, -0.565], [-0.138, -0.513, -0.254], [-0.233, -0.704, -0.714], [0.212, 1.097, 0.959], [-0.486, 0.018, -0.779]]}

=====

(2)
{"formula": "H16O8", "method": "ωB97M-V with the def2-TZVPD basis set", "molar_mass_g_mol": 144.12, "homo_lumo_gap_ha": 0.378, "smiles": "O.O.O.O.O.O.O.O", "homo_ev": -10.52, "largest_force_ev_per_a": 1.87, "charge": 0, "energy_ha": -611.449286, "elements": ["O", "O", "O", "O", "O", "O", "O", "O", "H", "H", "H", "H", "H", "H", "H", "H", "H", "H", "H", "H", "H", "H", "H", "H"], "positions_angstrom": [[-2.66097, -1.38494, 3.37897], [-1.69167, 1.23985, 0.51428], [3.40411, -1.96520, 0.55068], [-2.14698, -0.70223, -2.39583], [1.63682, -2.85762, -1.20748], [-0.17911, -0.43608, 0.39358], [2.62856, 3.80689, 2.44347], [-0.96250, 2.23950, -2.33031], [0.69182, -2.71718, -1.08002], [3.55933, -2.79909, 0.09294], [-2.89965, -0.26185, -2.80637], [2.82663, 4.10952, 1.55007], [1.96373, -2.00007, -1.50197], [-0.48600, -0.44586, -0.52005], [-0.43697, 1.44661, -2.17497], [-0.40076, 2.78721, -2.89017], [-3.00826, -1.56969, 4.25888], [2.14860, 2.98169, 2.31055], [-2.02876, 1.50985, -0.34738], [-2.06371, 1.88633, 1.12472], [2.69337, -1.55082, 0.04856], [-1.58522, -0.94848, -3.13932], [0.76320, -0.62721, 0.32650], [-1.76562, -1.74112, 3.40068]], "forces_ev_per_a": [[0.021, -0.104, 0.230], [-1.040, 1.110, 0.085], [0.448, 0.436, 0.157], [0.275, -0.046, -0.096], [-0.322, 0.163, -0.425], [1.407, -1.195, -0.311], [-0.024, -0.065, -0.189], [0.179, -0.035, -0.222], [-0.097, -0.146, 0.114], [-0.217, 0.071, 0.098], [0.037, 0.061, 0.133], [-0.002, 0.011, 0.119], [-0.084, -0.210, -0.411], [-0.395, 0.083, 0.134], [-0.138, 0.034, 0.096], [-0.115, 0.064, 0.078], [-0.007, 0.030, -0.093], [0.006, 0.047, 0.073], [-0.031, 0.177, -0.025], [-0.077, -0.049, -0.032], [0.316, -0.357, 0.465], [-0.120, -0.039, -0.012], [0.019, -0.140, 0.180], [-0.038, 0.098, -0.145]]}